ORCA calculation (wB97M-V/def2-TZVPD) on a 8-piece molecular cluster, C27H72ClN2O21P4 overall at a distorted geometry.

Total charge   -1
Calculated total energy   -4587.2230 Eh
Frontier orbital gap   0.313 Ha
HOMO level   -6.1 eV

Cartesian coordinates (Å):
H  -24.878  -5.916  -10.924
H  -23.752  -6.395  -21.258
H  -19.147  -2.698  -13.524
H  -22.488  -6.009  -9.012
H  -18.527  -6.005  -19.739
H  -21.428  -3.035  -7.093
H  -17.595  -1.945  -12.999
O  -26.519  -5.229  -17.667
H  -22.258  -6.955  -20.538
H  -23.803  -3.904  -9.005
H  -16.247  -5.129  -5.992
H  -28.156  -8.196  -13.599
H  -26.659  -5.750  -13.187
H  -18.203  -5.413  -7.830
H  -16.661  -8.025  -9.793
H  -18.321  -6.608  -12.818
O  -26.730  -9.648  -13.052
C  -26.990  -5.148  -14.038
H  -17.558  -8.840  -8.486
H  -19.084  -5.045  -21.118
C  -17.837  -7.105  -14.826
O  -21.284  -0.806  -10.613
H  -17.828  -5.200  -13.759
H  -20.996  -7.350  -16.479
C  -15.420  -9.096  -8.473
O  -26.886  -9.156  -10.471
P  -21.607  -5.093  -18.739
C  -24.574  -6.944  -11.114
C  -25.948  -5.449  -18.948
C  -22.584  -7.478  -6.904
O  -21.354  -1.588  -13.160
H  -17.972  -5.526  -5.830
H  -18.225  -3.317  -12.117
C  -22.745  -6.076  -20.965
H  -23.570  -7.390  -6.445
H  -17.125  -5.259  -10.164
C  -18.521  -2.428  -12.674
H  -20.587  -6.601  -6.913
H  -24.916  -5.796  -18.938
C  -22.741  -3.887  -9.264
H  -28.340  -9.852  -14.262
H  -19.589  -8.185  -14.141
C  -22.025  -5.097  -8.633
C  -24.714  -7.785  -15.550
H  -16.606  -6.361  -13.228
C  -16.651  -8.228  -8.719
H  -14.512  -8.604  -8.834
H  -22.663  -3.986  -10.353
H  -23.627  -6.908  -11.654
N  -16.775  -6.956  -8.020
H  -20.881  -0.767  -8.603
O  -26.883  -5.858  -15.273
H  -23.606  -10.544  -13.299
O  -21.668  -6.791  -13.699
C  -21.069  1.706  -12.554
H  -26.428  -4.214  -14.034
O  -20.101  0.663  -12.363
O  -22.706  -5.071  -19.948
H  -19.566  -0.103  -9.582
H  -18.082  -9.161  -14.250
O  -20.939  -5.276  -12.084
H  -19.856  -7.829  -17.747
Cl  -21.640  -5.394  -13.319
H  -18.841  -7.011  -8.243
H  -21.036  0.852  -9.264
C  -19.406  -5.592  -20.228
C  -18.675  -8.360  -14.708
H  -25.218  -8.748  -15.653
H  -28.039  -4.882  -13.899
O  -20.156  -4.689  -19.380
O  -21.955  -4.279  -17.540
C  -21.618  -6.321  -6.579
C  -21.055  -3.765  -5.108
O  -20.912  -4.602  -14.273
H  -22.130  -8.379  -6.471
C  -17.639  -6.257  -13.586
H  -20.318  -2.992  -4.878
C  -21.097  -3.974  -6.639
H  -22.290  -2.927  -9.037
O  -19.151  -1.540  -11.720
H  -22.031  -3.431  -4.751
H  -18.136  -6.669  -10.570
H  -16.810  -6.079  -4.628
H  -20.736  2.617  -12.044
H  -22.637  -9.833  -11.994
H  -15.254  -9.356  -7.431
C  -18.014  -6.288  -8.449
H  -26.045  -4.525  -19.510
O  -25.065  -6.989  -16.673
H  -18.927  -8.656  -15.725
P  -26.029  -9.140  -11.666
C  -20.484  -7.022  -17.388
H  -22.180  -5.834  -21.875
O  -24.627  -9.941  -11.606
H  -18.899  -5.174  -10.077
O  -24.737  -4.501  -15.946
H  -17.445  -7.956  -6.263
H  -24.997  -7.355  -14.592
H  -15.736  -7.510  -6.280
H  -22.682  -7.714  -7.961
H  -21.178  1.925  -13.615
O  -21.365  -6.670  -18.449
H  -20.069  -4.147  -7.038
H  -23.568  -8.798  -13.036
C  -20.649  -0.152  -9.474
H  -24.451  -7.503  -10.188
H  -22.036  1.451  -12.110
C  -16.958  -5.911  -5.694
H  -23.638  -7.970  -15.501
H  -20.991  -5.117  -9.042
O  -17.433  -6.753  -15.910
P  -25.693  -5.531  -16.345
C  -28.072  -9.260  -13.387
H  -19.859  -6.180  -17.098
C  -16.730  -7.152  -6.558
O  -25.491  -7.667  -11.971
H  -28.741  -9.578  -12.589
C  -23.583  -9.765  -12.532
H  -26.562  -6.223  -19.423
H  -20.013  -6.412  -20.614
H  -21.585  -6.203  -5.498
O  -22.973  -4.886  -13.322
P  -20.573  -0.904  -12.093
C  -18.031  -5.816  -9.904
H  -20.789  -4.659  -4.549
N  -21.983  -5.032  -7.154
H  -15.504  -10.002  -9.082